Below is an isolated molecule of C8H8Cl2FNO, with properties calculated with the ωB97M-V functional and the def2-TZVPD basis.

```
21
Properties=species:S:1:pos:R:3:forces:R:3:mulliken_charge:R:1
C -0.99398 -0.17255 -1.40281 1.0 -0.2 0.6 0.07
C 0.16329 -1.02368 -1.52847 0.8 -0.8 -0.3 -0.67
C -1.12894 1.00970 -0.82851 1.9 1.2 0.5 -0.88
C 1.25596 -0.96538 -0.80981 0.3 0.7 1.2 0.17
C 2.19167 -0.76527 0.16827 -2.3 -0.7 -0.7 0.33
C 0.16759 1.94802 -0.52296 -1.9 -2.9 -1.3 -0.24
C 0.90388 1.62665 0.77162 -1.5 -0.4 -0.6 0.35
C 1.90349 -1.54284 1.47285 0.8 0.2 0.8 -0.55
N 0.34618 0.93588 1.76692 -1.6 1.6 -5.6 -0.18
O 3.19507 -0.06448 0.10781 2.0 0.9 0.5 -0.74
F 1.98460 2.30453 1.01713 -0.7 -0.8 0.1 -0.22
Cl 1.10208 2.04895 -2.08665 0.3 0.1 1.2 -0.08
Cl 0.22666 -2.06131 1.71673 -1.0 -0.5 -0.1 -0.24
H -1.89044 -0.55378 -1.76374 -1.6 -1.0 -0.7 0.48
H 0.14542 -1.88793 -2.17608 -0.7 0.0 -0.6 0.34
H -2.14581 1.39044 -0.83318 0.5 0.8 0.3 0.36
H -0.28757 2.89208 -0.51884 -0.1 1.7 0.9 0.52
H 2.47212 -2.49676 1.46289 0.0 1.0 0.4 0.38
H 2.05688 -0.86731 2.37390 0.7 -1.1 -1.2 0.25
H 0.87835 0.94404 2.52173 2.6 -0.4 4.6 0.29
H -0.34174 0.17479 1.60427 0.5 0.6 -0.1 0.26
```
Forces are in eV/Å.

Properties
LUMO energy (alpha / beta) ... -1.156 / -1.153 eV
ΔE to the lowest compared entry with this formula, charge and spin ... 248.63 kJ/mol
HOMO-LUMO gap (alpha / beta) ... 5.78 / 5.78 eV
Highest occupied orbital energy (alpha / beta) ... -6.93 / -6.94 eV

Below is a structure of composition C8H8ClO2P, with properties calculated with the ωB97M-V functional and the def2-TZVPD basis.

```
20
Properties=species:S:1:pos:R:3:forces:R:3:mulliken_charge:R:1
C 1.83071 0.95982 1.32173 -1.3 -1.3 -2.3 -0.41
C 2.73297 1.03488 0.27280 1.3 3.0 0.5 -0.38
C 0.51238 0.56410 1.12386 3.1 0.3 -5.4 -0.75
C 2.24478 1.00313 -1.05717 1.4 -1.4 2.2 -0.74
C 0.02023 0.30584 -0.18337 1.5 1.3 1.2 0.79
C 0.99251 0.55288 -1.11778 -2.6 -0.6 -1.9 -0.01
C -1.96795 -0.15359 -1.52102 -1.6 0.8 -0.6 -0.73
C -2.90932 -1.94559 0.44996 -1.9 2.2 1.4 -0.31
O -4.56630 0.03375 -0.32431 -1.7 1.7 0.3 -0.48
O -1.29706 0.02716 -0.30948 -0.2 0.4 0.5 -0.19
P -3.68155 -0.96612 -0.90432 3.7 0.3 -0.5 0.34
Cl -4.37438 -2.78715 0.92657 -0.2 -1.4 0.7 -0.19
H 2.07530 1.11492 2.29844 1.1 0.5 2.4 0.42
H 3.73043 1.53932 0.54737 -1.3 -1.3 -0.8 0.27
H -0.07454 0.42004 1.87011 -3.9 -0.7 4.9 0.57
H 2.92937 0.96084 -1.86663 0.3 0.5 -0.8 0.38
H -2.15182 0.73192 -2.20386 0.1 -0.3 1.4 0.35
H -1.40552 -0.79023 -2.13303 0.7 -1.5 -1.0 0.49
H -2.15743 -2.43876 -0.01455 2.1 -2.6 -1.2 0.39
H -2.46664 -1.46611 1.34735 -0.6 0.2 -0.8 0.20
```
Forces are in eV/Å.

Properties
LUMO energy (alpha / beta) ... -1.961 / -0.666 eV
ΔE to the lowest compared entry with this formula, charge and spin ... 34.35 kJ/mol
HOMO-LUMO gap (alpha / beta) ... 7.09 / 8.25 eV
Highest occupied orbital energy (alpha / beta) ... -9.05 / -8.92 eV

Below is a structure of composition C8H8EuNO6, with properties calculated with the ωB97M-V functional and the def2-TZVPD basis.

```
24
Properties=species:S:1:pos:R:3:forces:R:3:lowdin_spin:R:1
O 2.52661 -4.30585 -4.19332 1.1 2.1 0.4 0.00
C 3.05651 -3.30698 -4.02121 -1.1 -2.1 -0.4 0.00
Eu 1.41632 -0.17277 -0.47131 -0.6 2.9 2.2 7.00
C 3.41697 2.49805 -0.47168 -4.2 2.4 4.5 0.00
O 2.88451 3.24969 0.33035 1.3 -2.1 -2.1 0.00
C 4.45060 2.44450 -1.30310 5.0 -2.5 -5.1 0.00
O 5.07671 1.81579 -2.11042 -2.1 2.2 2.7 0.00
C 1.21878 1.75613 -2.18713 0.0 4.0 -3.9 0.01
O 1.27196 2.60158 -2.97828 -0.2 -3.3 3.1 0.01
C 3.56544 -0.05079 0.99883 4.6 0.3 2.5 0.01
O 4.59053 0.06478 1.52035 -3.8 -0.4 -1.9 0.01
H 1.53238 -1.64583 -1.34838 0.2 -3.5 -2.1 -0.02
C -2.48581 -1.48917 2.11317 0.1 -0.1 0.0 0.00
N -2.80779 -0.32721 1.29032 0.8 0.6 -0.6 0.00
C -4.16900 0.13545 1.20684 -0.8 0.6 -0.3 0.00
C -1.87000 0.27580 0.57739 0.8 -1.1 0.5 0.00
O -0.68112 -0.15820 0.57689 -1.0 0.7 -0.2 -0.01
H -3.41392 -1.77963 2.60551 0.3 -0.1 0.0 0.00
H -1.71921 -1.23337 2.85015 -0.2 0.0 -0.1 0.00
H -2.10530 -2.30873 1.49544 -0.1 0.1 0.1 0.00
H -4.25644 1.18351 1.49201 0.0 0.0 0.2 0.00
H -4.56494 0.06337 0.19318 0.0 -0.2 0.0 0.00
H -4.77974 -0.46496 1.86529 -0.2 0.0 0.1 0.00
H -2.15404 1.15484 -0.03089 -0.1 -0.4 0.3 0.00
```
Forces are in eV/Å.

Properties
LUMO energy (alpha / beta) ... -5.812 / -5.808 eV
ΔE to the lowest compared entry with this formula, charge and spin ... 259.02 kJ/mol
2S+1 ... 8
HOMO-LUMO gap (alpha / beta) ... 4.97 / 5.47 eV
Total charge ... +1
Expectation value of S² ... 15.77
Highest occupied orbital energy (alpha / beta) ... -10.78 / -11.28 eV

Below is a structure of composition C8H8F12O13S4Zr, with properties calculated with the ωB97M-V functional and the def2-TZVPD basis.

```
46
Properties=species:S:1:pos:R:3:forces:R:3:mulliken_charge:R:1
Zr -1.12991 -0.73653 -0.37130 0.0 0.0 0.0 1.91
C -0.99829 -0.25855 -6.69841 0.2 0.9 -0.5 0.62
F -0.56046 -1.49037 -6.48184 -0.2 0.5 0.1 -0.18
F -0.12182 0.40658 -7.49084 -0.6 -0.6 0.8 -0.20
F -2.17309 -0.29116 -7.32754 0.3 -0.1 0.3 -0.19
S -1.22553 0.68549 -5.07244 -1.2 1.7 2.7 1.12
O -2.15936 -0.08535 -4.23560 -3.0 -0.6 -1.2 -0.59
O -0.12508 0.40741 -4.17692 3.9 0.5 -0.4 -0.58
O -1.53725 2.10258 -5.27687 0.5 -2.6 -0.8 -0.56
C -0.28354 -3.62375 5.25534 0.0 0.2 -0.9 0.65
F 0.89375 -3.60159 4.65687 0.4 0.4 -0.1 -0.19
F -0.66703 -4.88973 5.28418 -0.5 0.2 0.4 -0.19
F -0.16753 -3.11527 6.47185 -0.4 -0.1 -0.4 -0.18
S -1.50876 -2.64142 4.14012 -2.0 2.8 -1.2 1.10
O -2.78995 -2.51034 4.81612 2.0 -0.6 0.1 -0.55
O -0.92262 -1.37858 3.59515 1.0 1.3 2.5 -0.57
O -1.55539 -3.19825 2.80644 -0.5 -3.8 -1.3 -0.56
C 1.77334 -6.57653 -0.74676 -0.8 1.4 0.2 0.66
F 2.99456 -7.02106 -0.60997 0.4 0.1 -0.1 -0.18
F 1.08543 -7.36134 -1.54499 0.1 0.1 -0.7 -0.19
F 1.14214 -6.57529 0.42576 0.4 0.3 0.0 -0.19
S 1.76803 -4.68300 -1.43467 0.3 1.7 -1.5 1.09
O 2.79937 -4.50748 -2.45668 -1.2 -1.2 1.7 -0.55
O 0.40236 -4.32064 -1.82074 -1.9 -1.9 -2.1 -0.54
O 1.73548 -3.67315 -0.37312 2.4 0.0 2.5 -0.54
C -5.05454 3.34558 2.51508 -0.1 -1.6 -0.4 0.65
F -6.16605 2.73607 3.02024 1.4 0.7 -0.6 -0.20
F -5.25206 4.62624 2.40185 -0.3 0.5 -0.1 -0.18
F -4.00075 3.12867 3.29945 -0.6 -0.1 -0.2 -0.18
S -4.65571 2.59452 0.76545 1.1 -0.8 -1.9 1.10
O -5.57455 3.13102 -0.21348 0.6 -0.2 1.7 -0.53
O -3.20814 2.70951 0.48381 1.0 3.0 0.1 -0.54
O -4.48355 1.13983 0.85352 -2.6 -2.0 1.2 -0.54
C 3.12962 4.55920 0.59125 -0.7 1.3 0.2 -0.44
C 3.87458 3.72701 -0.41050 0.6 -0.9 -0.7 -0.44
C 3.64407 2.29628 0.03589 -0.8 -0.2 0.1 -0.55
O 2.26589 2.36656 0.55654 1.0 0.3 0.7 -0.33
C 2.29755 3.57644 1.38461 -0.3 -0.4 0.2 -0.51
H 2.40040 5.21346 0.11346 0.3 0.2 -0.3 0.21
H 3.75270 5.21267 1.20186 0.1 -0.2 0.1 0.33
H 4.93618 3.93663 -0.54151 -0.1 0.2 0.1 0.33
H 3.37952 3.76136 -1.38099 0.2 0.4 -0.1 0.22
H 4.31987 1.86673 0.77541 0.0 0.5 0.5 0.28
H 3.76096 1.60807 -0.80125 -0.8 -0.1 -0.1 0.33
H 2.66409 3.44714 2.40296 0.7 -0.8 -0.1 0.26
H 1.30093 3.95419 1.61300 -0.3 -0.3 -0.8 0.32
```
Forces are in eV/Å.

Properties
LUMO energy ... -7.341 eV
ΔE to the lowest compared entry with this formula, charge and spin ... 2633.60 kJ/mol
HOMO-LUMO gap ... 2.03 eV
Highest occupied orbital energy ... -9.37 eV

Below is a cluster of 2 separate species, C8H8F2NP in total, with properties calculated with the ωB97M-V functional and the def2-TZVPD basis.

```
20
Properties=species:S:1:pos:R:3:forces:R:3:mulliken_charge:R:1
C 2.48921 1.40107 -0.42066 -1.5 -2.6 0.7 -0.45
C 2.45024 0.07325 0.09207 3.8 2.2 0.5 -0.32
C 1.37726 1.81266 -1.12481 0.7 0.4 -0.1 -0.54
C 1.45548 -0.77383 -0.21030 1.3 -4.5 -0.7 -0.34
C 0.34606 0.92753 -1.42299 1.2 -0.5 1.4 -0.48
C 0.37287 -0.41747 -1.00856 -0.1 1.3 0.3 0.65
C -3.72956 0.69164 1.30300 -0.2 0.3 2.9 -0.12
C -3.66118 0.36541 0.03713 -1.2 0.6 -1.3 0.11
N -0.55370 -2.82058 -0.58203 -0.1 -2.0 2.5 -0.48
F -2.69936 0.27487 2.11997 -0.2 0.1 -0.5 -0.22
F -4.59064 0.71668 -0.88788 1.0 -0.5 0.9 -0.21
P -0.98999 -1.47229 -1.42369 -0.8 0.7 -0.6 0.04
H 3.38229 1.93443 -0.28865 0.8 1.1 0.2 0.44
H 3.43697 -0.24340 0.60904 -2.0 0.1 -0.8 0.22
H 1.40047 2.84610 -1.44524 -0.5 0.0 -0.4 0.34
H 1.83945 -1.90512 -0.15977 -1.7 2.3 0.5 0.20
H -0.48506 1.32381 -1.88460 -1.8 0.6 -1.2 0.39
H -4.48635 1.19450 2.03418 1.0 -0.8 -2.2 0.26
H -0.32576 -2.82832 0.43462 0.4 0.8 -1.1 0.26
H -1.11026 -3.67449 -0.62360 -0.1 0.5 -0.9 0.26
```
Forces are in eV/Å.

Properties
LUMO energy (alpha / beta) ... -0.682 / -1.420 eV
ΔE to the lowest compared entry with this formula, charge and spin ... 322.95 kJ/mol
HOMO-LUMO gap (alpha / beta) ... 8.80 / 5.48 eV
Highest occupied orbital energy (alpha / beta) ... -9.48 / -6.90 eV

Below is an isolated molecule of C8H8F2O2, with properties calculated with the ωB97M-V functional and the def2-TZVPD basis.

```
20
Properties=species:S:1:pos:R:3:forces:R:3:mulliken_charge:R:1
C -1.97744 0.52225 1.18582 0.5 -0.7 -2.3 -0.67
C -1.88351 -0.11931 0.01830 -2.4 1.9 -1.3 -0.35
C -1.19754 -1.38303 -0.18563 3.7 0.1 0.6 0.77
F -2.04657 -2.21726 -0.74778 -0.1 -1.4 -0.8 -0.30
F -0.76293 -1.95350 1.04692 -0.6 0.2 -0.8 -0.34
C 0.32369 -1.16875 -0.98577 -2.8 -0.2 -2.0 -0.18
O 1.08871 -2.33425 -1.13011 0.0 0.4 0.3 -0.54
C 0.94204 0.07914 -0.41579 0.0 -0.8 -0.4 0.22
C 1.29936 0.43017 0.84482 0.3 1.2 -1.1 -0.18
C 1.79251 1.81129 0.68056 -1.2 -0.7 -1.0 -0.77
C 1.59650 2.14596 -0.63390 0.3 -0.8 1.2 -0.28
O 1.11018 1.10487 -1.31027 -0.4 -1.4 0.0 -0.35
H -2.29560 1.54306 1.23637 -0.6 0.1 0.5 0.32
H -1.55567 -0.06507 1.94787 0.6 0.2 1.6 0.31
H -2.48931 0.17168 -0.94239 1.6 -0.1 1.8 0.23
H 0.10419 -1.07476 -2.10156 -0.3 1.1 1.5 0.34
H 1.07639 -2.81663 -0.32278 0.2 -0.7 1.3 0.40
H 1.10757 -0.21670 1.69967 0.5 0.5 -0.1 0.50
H 2.02974 2.55402 1.38402 0.5 0.4 1.1 0.40
H 1.73769 2.98682 -1.26838 0.3 0.7 0.2 0.48
```
Forces are in eV/Å.

Properties
LUMO energy ... 0.798 eV
ΔE to the lowest compared entry with this formula, charge and spin ... 2.72 kJ/mol
HOMO-LUMO gap ... 9.73 eV
Highest occupied orbital energy ... -8.93 eV

Short version: F_max = 6.023; 6.265; 7.550; 4.048; 4.755; 3.772 eV Å⁻¹, in the order given.